Entry 1:
A cluster of 5 separate species, C23H30F12N3O9 in total at a distorted geometry. Source: the OMol25 dataset; level of theory: wB97M-V/def2-TZVPD.

Values from the calculation:
- Frontier orbital gap: 6.27 eV
- E_tot: -79829.623 eV
- Multiplicity: 1
- Net charge: +1
- ΔE to the lowest compared entry with this formula, charge and spin: 9.291 eV
- HOMO: -12.34 eV

Geometry as XYZ:
```
77
C23H30F12N3O9 (wB97M-V/def2-TZVPD)
C 1.77994 0.37605 5.86568
C 1.69240 1.43772 4.57614
O 2.51943 1.20883 3.54847
N 0.74648 2.65748 4.58041
C 1.25145 3.50082 5.72745
C -0.61877 2.01395 4.90810
C -1.62738 2.74196 6.02688
C -3.05946 1.91413 6.27644
C -3.24998 0.53085 5.37169
N -2.14312 0.17285 4.40765
N -0.94955 0.77263 4.15016
H 2.87588 0.22848 6.24867
H 1.04767 0.72709 6.73908
H 1.30381 -0.64096 5.46804
H 2.42731 3.59382 5.59010
H 0.76520 4.59115 5.73059
H 1.06370 2.97744 6.75626
H -1.38136 3.73306 6.59365
H -3.83939 2.30054 7.06303
H -4.23473 -0.10435 5.52051
H -2.34494 -0.70533 3.83558
C 3.11054 1.33633 0.67143
C 2.62613 2.19175 -0.48459
O 3.06347 1.64233 -1.73683
C 2.30842 0.61526 -2.24289
O 1.31238 0.15975 -1.68531
C 2.85378 0.16144 -3.59559
F 4.21128 0.02726 -3.59856
F 2.55800 1.04643 -4.59041
F 2.35465 -1.04188 -3.99603
H 4.19680 1.20667 0.62556
H 2.84839 1.79490 1.62885
H 2.66941 0.33565 0.63464
H 3.06345 3.19288 -0.40725
H 1.53704 2.31404 -0.46930
C 6.89815 1.46007 6.55803
C 7.63616 2.70024 7.02718
O 7.32164 3.82219 6.18839
C 6.14737 4.47412 6.46615
O 5.37943 4.14523 7.36758
C 5.96253 5.67108 5.53541
F 6.24478 5.37542 4.23397
F 6.77579 6.71284 5.87261
F 4.69139 6.16261 5.54371
H 7.10544 1.26576 5.50060
H 7.19705 0.58672 7.14418
H 5.81518 1.58553 6.65154
H 8.71595 2.53606 6.94589
H 7.42287 2.92496 8.07851
C -1.16445 0.25593 -4.65110
C -0.69413 -0.71330 -5.71982
O -1.79299 -1.49713 -6.20908
C -2.58166 -0.90404 -7.16160
O -2.39540 0.23151 -7.59323
C -3.67643 -1.86202 -7.62734
F -4.28815 -2.50666 -6.59242
F -3.18925 -2.83745 -8.44682
F -4.66899 -1.24026 -8.32427
H -1.68929 -0.27747 -3.85179
H -0.31794 0.79718 -4.21968
H -1.86886 0.98568 -5.06170
H 0.02732 -1.41404 -5.28625
H -0.18604 -0.19511 -6.54117
C -7.18950 -4.54327 -8.18319
C -6.46958 -4.88568 -6.89198
O -7.07271 -6.02810 -6.26558
C -6.69056 -7.25386 -6.74779
O -5.88626 -7.40757 -7.66429
C -7.36657 -8.37626 -5.96270
F -8.69581 -8.14911 -5.75686
F -6.81425 -8.54172 -4.72661
F -7.28210 -9.58720 -6.58234
H -8.26072 -4.40694 -8.00213
H -6.78451 -3.62676 -8.62098
H -7.09142 -5.34970 -8.91625
H -6.56348 -4.05154 -6.18849
H -5.39836 -5.04901 -7.05664
```

Entry 2:
An isolated molecule of C23H30FN3O6S. Source: the OMol25 dataset; level of theory: wB97M-V/def2-TZVPD.

Values from the calculation:
- Frontier orbital gap: 9.23 eV
- E_tot: -54646.091 eV
- Multiplicity: 1
- Net charge: 0
- ΔE to the lowest compared entry with this formula, charge and spin: 0.063 eV
- SMILES: CC(C)[C@@H](C(=O)NCc1ccco1)N(C[C@@H]1CCCO1)C(=O)CNS(=O)(=O)c1ccc(F)cc1
- HOMO: -8.68 eV

Geometry as XYZ:
```
64
C23H30FN3O6S (wB97M-V/def2-TZVPD)
C -1.26862 0.01705 3.12657
C -0.16258 0.24248 2.09806
C 1.16200 0.53171 2.80182
C -0.00639 -1.00775 1.21200
C -1.34732 -1.53671 0.66449
O -1.70049 -2.67694 0.89818
N -2.05821 -0.65937 -0.05206
C -3.38185 -0.96240 -0.55449
C -4.36883 0.04288 -0.06107
C -5.16835 0.93071 -0.71878
C -5.87329 1.64611 0.28071
C -5.44311 1.14488 1.46847
O -4.53469 0.17573 1.27309
N 0.99213 -0.83632 0.14914
C 1.95986 -1.90986 0.03538
C 1.38763 -3.13073 -0.70968
C 2.31836 -4.35105 -0.60914
C 2.25522 -4.94319 -2.01530
C 2.07582 -3.68262 -2.85558
O 1.22596 -2.84232 -2.09494
C 0.88575 0.14402 -0.76204
O -0.00496 0.99039 -0.74409
C 1.92361 0.21266 -1.87966
N 1.69820 1.35380 -2.72736
S 2.45412 2.76523 -2.26282
O 2.21773 3.71486 -3.30564
O 3.80209 2.40807 -1.92443
C 1.63827 3.34520 -0.77335
C 2.30046 3.25246 0.43347
C 1.67197 3.67864 1.59116
C 0.38107 4.16871 1.49586
F -0.24606 4.56070 2.62177
C -0.28726 4.27543 0.28678
C 0.36072 3.86294 -0.86321
H -2.23121 -0.13466 2.64588
H -1.34564 0.88285 3.77973
H -1.05020 -0.85726 3.73627
H -0.42278 1.10189 1.47665
H 1.95540 0.70624 2.07849
H 1.44501 -0.30427 3.43924
H 1.06439 1.41603 3.42557
H 0.36375 -1.81498 1.85315
H -1.64442 0.23989 -0.27460
H -3.62897 -1.96408 -0.18634
H -3.38782 -0.96534 -1.64862
H -5.25092 1.05540 -1.77887
H -6.59462 2.42242 0.12988
H -5.69529 1.38280 2.48258
H 2.24861 -2.21888 1.04352
H 2.85080 -1.55620 -0.48277
H 0.39241 -3.35740 -0.30857
H 1.99117 -5.04647 0.15914
H 3.33551 -4.02628 -0.38293
H 3.14719 -5.50262 -2.28489
H 1.38095 -5.58575 -2.11715
H 1.59332 -3.85772 -3.81785
H 3.04448 -3.18895 -3.02497
H 1.85701 -0.70033 -2.47923
H 2.93677 0.33307 -1.48920
H 0.72061 1.51243 -2.92670
H 3.30461 2.85900 0.44645
H 2.16226 3.63395 2.55044
H -1.29006 4.67099 0.26155
H -0.11125 3.93882 -1.82916
```

Entry 3:
A structure of composition C23H30N2O2 at a distorted geometry. Source: the OMol25 dataset; level of theory: wB97M-V/def2-TZVPD.

Values from the calculation:
- Frontier orbital gap: 5.20 eV
- E_tot: -31405.830 eV
- Multiplicity: 1
- Net charge: 0
- ΔE to the lowest compared entry with this formula, charge and spin: 9.241 eV
- HOMO: -5.47 eV

Geometry as XYZ:
```
57
C23H30N2O2 (wB97M-V/def2-TZVPD)
C 2.46026 -1.10592 -1.56245
N 1.07424 -1.40563 -1.79455
C 0.76811 -2.56024 -2.59474
C 0.10062 -0.82783 -0.93971
C -1.31444 -1.00448 -1.41688
C -1.94275 -2.22521 -1.16538
C -3.27461 -2.39751 -1.52501
C -3.97931 -1.37541 -2.16222
C -5.39484 -1.63652 -2.58144
C -3.33482 -0.16373 -2.42583
C -2.01111 0.03744 -2.03564
H 3.04058 -1.57736 -2.36472
H 2.62886 -0.01942 -1.60873
H 2.83346 -1.48279 -0.59436
H 1.69106 -2.86891 -3.10200
H 0.40350 -3.41370 -1.99943
H 0.01383 -2.33170 -3.36243
H 0.41279 0.33277 -0.91824
H -1.40578 -3.03847 -0.67590
H -3.76282 -3.34788 -1.29870
H -5.84242 -0.73995 -3.01485
H -5.44724 -2.45184 -3.31670
H -5.99445 -1.94527 -1.71656
H -3.88132 0.63208 -2.93472
H -1.49589 0.98146 -2.21657
C 2.72238 3.43184 0.11103
C 1.52671 3.38605 1.05016
N 0.25838 2.91554 0.42559
C -0.77102 3.96433 0.21639
C -1.49905 4.41307 1.45806
C -0.20403 1.63998 0.68912
C 0.74645 0.51799 0.26902
C 0.59994 -0.65949 1.13908
C 1.26867 -1.24251 2.21738
C 2.50038 -0.72317 2.71310
C 3.31127 -1.53972 3.49228
C 2.92217 -2.85073 3.79657
C 1.68728 -3.34841 3.34770
C 0.84045 -2.54102 2.61501
O 0.03723 -1.55543 0.32037
O -1.33139 1.38926 1.10300
H 3.52985 3.97903 0.60850
H 3.10057 2.43259 -0.12753
H 2.47686 3.95303 -0.82035
H 1.75204 2.75008 1.92296
H 1.32417 4.40084 1.41974
H -0.24050 4.80289 -0.24398
H -1.48242 3.55936 -0.51231
H -2.26288 5.14124 1.17506
H -1.98830 3.55518 1.92230
H -0.81685 4.88525 2.16925
H 1.77918 0.90139 0.28754
H 2.77747 0.29835 2.43849
H 4.26332 -1.15226 3.85993
H 3.57953 -3.49386 4.38238
H 1.38868 -4.37306 3.57411
H -0.14200 -2.90159 2.30782
```

Entry 4:
An isolated molecule of C23H30N4O4. Source: the OMol25 dataset; level of theory: wB97M-V/def2-TZVPD.

Values from the calculation:
- Frontier orbital gap: 8.73 eV
- E_tot: -38488.068 eV
- Multiplicity: 1
- Net charge: 0
- ΔE to the lowest compared entry with this formula, charge and spin: 1.903 eV
- SMILES: C/C(CC(=O)NCCCN1CCOCC1)=N\NC(=O)COc1cccc2ccccc12
- HOMO: -8.30 eV

Geometry as XYZ:
```
61
C23H30N4O4 (wB97M-V/def2-TZVPD)
C 2.04352 2.29086 3.30506
C 0.60378 1.90849 3.33920
C 0.07370 1.30752 4.59939
C 0.43623 -0.19048 4.55116
O 1.20263 -0.70465 5.33175
N -0.20125 -0.83489 3.55855
C 0.13907 -2.17721 3.14559
C 0.62537 -2.19218 1.69709
C 1.08458 -3.58920 1.28199
N 1.77717 -3.57203 0.00700
C 0.89161 -3.34969 -1.12107
C 1.72588 -3.22455 -2.39506
O 2.49690 -4.38003 -2.62142
C 3.34229 -4.62384 -1.52168
C 2.54576 -4.78220 -0.22629
N -0.22622 1.96637 2.37175
N 0.19190 2.33949 1.10806
C 1.16713 1.74077 0.39246
O 1.91534 0.88037 0.81159
C 1.25459 2.27604 -1.04248
O 0.02478 2.71520 -1.56497
C -0.91368 1.77185 -1.90074
C -0.78616 0.42643 -1.66418
C -1.80909 -0.45548 -2.04738
C -2.94532 0.00185 -2.64800
C -3.11368 1.38046 -2.89740
C -4.27464 1.89293 -3.51207
C -4.41325 3.23272 -3.74498
C -3.39549 4.12359 -3.37472
C -2.25670 3.66011 -2.77614
C -2.08816 2.28440 -2.52292
H 2.61984 1.48915 2.83888
H 2.18373 3.18448 2.69632
H 2.42560 2.46044 4.30701
H 0.53369 1.74530 5.48276
H -1.01037 1.40706 4.64419
H -0.74803 -0.28087 2.91391
H -0.73681 -2.82766 3.25509
H 0.92078 -2.52580 3.82441
H 1.45803 -1.49686 1.57880
H -0.19101 -1.85285 1.05542
H 1.79269 -3.95483 2.03001
H 0.22064 -4.27969 1.26978
H 0.34148 -2.42265 -0.96645
H 0.16989 -4.18027 -1.23707
H 1.08335 -3.10590 -3.26969
H 2.38566 -2.34877 -2.30132
H 3.89080 -5.53852 -1.75293
H 4.04960 -3.78940 -1.40427
H 3.23614 -4.93135 0.60623
H 1.89156 -5.66950 -0.30927
H -0.50651 2.87408 0.60453
H 1.72146 1.51229 -1.67513
H 1.89915 3.16149 -1.03613
H 0.09152 0.02351 -1.18279
H -1.68052 -1.51098 -1.85762
H -3.72901 -0.68119 -2.93955
H -5.05494 1.20174 -3.79665
H -5.30666 3.61437 -4.21706
H -3.51747 5.17925 -3.56709
H -1.46624 4.33706 -2.49114
```

Entry 5:
A structure of composition C23H30N4O4 at a distorted geometry. Source: the OMol25 dataset; level of theory: wB97M-V/def2-TZVPD.

Values from the calculation:
- Frontier orbital gap: 7.43 eV
- E_tot: -38464.233 eV
- Multiplicity: 1
- Net charge: 0
- ΔE to the lowest compared entry with this formula, charge and spin: 25.737 eV
- HOMO: -7.94 eV

Geometry as XYZ:
```
61
C23H30N4O4 (wB97M-V/def2-TZVPD)
C -6.62041 -5.40886 -0.64596
C -5.72710 -6.48603 -0.66043
C -5.99048 -7.97498 -0.32665
H -5.58846 -8.12685 0.56314
H -5.52972 -8.41239 -1.34848
H -7.08946 -7.85418 -0.36518
C -4.30603 -5.93006 -0.89735
O -3.42321 -6.94729 -1.64367
N -3.62002 -4.94084 -0.48260
C -2.49185 -4.38826 -0.58326
C -2.09985 -3.18456 0.22468
C -0.81986 -2.51407 0.00104
C -0.00478 -3.11143 -0.89719
C -0.15402 -4.40683 -1.21313
C -1.33175 -5.01348 -1.33845
H -1.61583 -5.82144 -1.63560
H 0.49128 -4.77747 -1.90683
H 0.95947 -2.58895 -0.72056
C -0.76763 -1.39362 0.66824
N -1.75272 -0.62065 1.44283
O -1.23003 0.53790 1.76111
C 0.10077 0.88120 1.66084
C 0.95694 0.92496 2.85649
C 2.00601 1.97184 2.46419
N 1.69177 2.52909 1.16809
C 1.93142 3.81109 0.90824
O 2.88811 4.37296 1.29388
C 1.31562 4.58293 -0.05517
C 1.58189 4.38996 -1.49530
C 3.00179 4.57024 -1.87932
C 3.51425 5.97590 -1.91015
C 4.38379 6.48033 -0.88523
H 4.42492 7.53028 -0.73359
H 5.24301 6.09936 -0.95854
H 3.84924 6.23943 0.12991
H 2.57601 6.52422 -1.78614
H 4.03785 6.19842 -3.00301
H 3.14519 4.18549 -2.66631
H 3.75354 4.06120 -1.12888
H 1.06333 4.86360 -2.10311
H 1.25581 3.22454 -1.62153
H 1.47702 5.90691 0.24195
H 0.16168 4.70589 -0.01091
C 0.11611 2.26077 0.71565
H 0.27560 2.09461 -0.30362
H -0.77145 2.66708 1.06384
H 2.24871 2.54884 3.04981
C 3.09521 1.07374 1.71126
O 3.39910 -0.21062 1.69277
N 4.38976 1.99019 1.57522
H 5.19901 1.42900 1.13042
H 4.23936 2.84849 1.53140
H 1.29651 -0.20906 3.06023
H 0.16095 1.43393 3.52017
C 0.28971 -0.44883 0.63128
H 1.22634 -0.96889 1.22772
H 0.72060 -0.11302 -0.51519
H -3.01145 -2.57236 0.66425
H -4.35113 -4.45047 0.18129
H -7.84898 -5.61098 -0.34049
H -6.32148 -4.42789 -1.07811
```

Entry 6:
A structure of composition C23H30N4O5S at a distorted geometry. Source: the OMol25 dataset; level of theory: wB97M-V/def2-TZVPD.

Values from the calculation:
- Frontier orbital gap: 7.62 eV
- E_tot: -51350.090 eV
- Multiplicity: 1
- Net charge: 0
- ΔE to the lowest compared entry with this formula, charge and spin: 23.540 eV
- HOMO: -8.44 eV

Geometry as XYZ:
```
63
C23H30N4O5S (wB97M-V/def2-TZVPD)
C 2.61969 -1.68688 3.94293
H 3.03712 -1.60704 4.80660
H 1.65007 -2.37733 3.84357
C 2.24044 -0.31901 3.39087
H 3.26178 0.36506 3.30644
H 1.58095 0.06292 4.19665
C 1.73896 -0.29466 2.21572
N 2.62037 -0.79551 0.92626
C 2.78149 -2.00268 0.37703
O 3.73861 -2.12997 -0.28867
C 1.51334 -3.11667 0.65381
N 0.37757 -2.72048 -0.00868
C 0.43718 -2.11775 -1.41950
C -1.02850 -1.83300 -1.78997
C -2.09392 -1.80379 -1.15122
O -3.19759 -1.37768 -1.29768
N -1.83973 -2.01998 0.28939
C -0.69407 -2.50554 0.92273
O -0.79560 -2.89897 1.90979
C -3.11049 -2.06788 1.31472
H -2.96406 -2.99478 1.80655
C -3.06159 -0.84825 2.20928
H -3.85716 -0.90211 2.86994
H -2.07267 -0.67845 2.64840
C -3.39791 0.25859 0.96844
C -2.25029 0.84852 0.16072
O -0.87230 0.69459 0.41472
N -2.74369 1.35943 -0.93839
H -3.53773 1.52584 -0.96961
C -1.70459 1.93843 -1.92209
C -1.98886 3.21977 -2.34674
C -2.60312 3.83863 -3.36619
C -2.55971 5.29938 -3.08405
C -1.54218 5.48924 -2.05561
O -1.22368 4.25821 -1.54152
H -1.45267 6.22832 -1.52039
H -2.93799 6.01630 -3.83403
H -3.33679 3.50538 -3.77281
H -1.89527 1.21630 -2.83071
H -0.74495 1.58956 -1.44130
H -4.26076 0.48722 0.70435
H -3.47413 1.28694 2.10870
H -3.88942 -2.14334 0.65714
S -0.67918 -1.33427 -3.46009
C 0.89093 -1.89748 -3.47937
C 1.28366 -2.03201 -2.34703
H 2.36982 -2.30141 -2.07256
H 1.46929 -1.45346 -4.41081
H 1.92926 -3.94176 -0.02418
H 1.47450 -3.31930 1.75138
C 3.54382 0.26874 0.64084
H 4.54854 -0.16894 0.72898
C 3.26744 0.87184 -0.90545
C 2.05034 1.61922 -0.89049
H 1.90880 2.53485 -0.26814
H 1.77941 1.84709 -1.80374
H 1.31733 0.78555 -0.74117
H 3.54126 -0.04932 -1.34261
H 4.09917 1.50920 -0.93104
H 3.35051 1.34985 1.58992
H 0.84528 -1.04107 1.91892
H 1.16250 0.67781 1.85661
H 3.38113 -2.17203 3.12444
```

Question: Which formula does entry 1 have?
Answer: C23H30F12N3O9